C38H78O25S7 | ωB97M-V with the def2-TZVPD basis set

Atoms and positions in Å:
C -33.54302 -14.63053 26.21732
C -33.93414 -15.73190 25.28949
C -34.34166 -17.09391 25.89190
O -35.58027 -17.36621 25.30374
C -36.04685 -16.34400 24.61369
O -37.05763 -16.30325 24.00122
O -35.10142 -15.35790 24.62448
H -34.46054 -14.50435 26.79207
H -33.40223 -13.66740 25.72676
H -32.70080 -14.75509 26.89794
H -33.26872 -15.81877 24.43056
H -34.45025 -17.05386 26.97574
H -33.58738 -17.85807 25.70420
C -30.17868 -15.62504 21.68951
C -28.83375 -16.34567 21.50662
C -29.14341 -17.81846 21.22951
O -28.28207 -18.03393 20.10435
C -27.82050 -16.84880 19.54883
O -27.15652 -16.72305 18.54042
O -28.15636 -15.88505 20.33947
H -30.17215 -14.60203 22.06569
H -30.79939 -16.16750 22.40265
H -30.65495 -15.67342 20.71027
H -28.16103 -16.31440 22.36369
H -30.15907 -17.97331 20.86542
H -29.00837 -18.42529 22.12484
C -36.41438 -18.61053 28.08934
C -35.00401 -18.90133 28.69725
C -34.58478 -20.30579 28.40645
O -33.43229 -20.22773 27.59137
C -33.11647 -19.01121 27.35717
O -32.19898 -18.60887 26.62494
O -34.04960 -18.21781 27.90787
H -36.55809 -18.94657 27.06244
H -36.59455 -17.54682 27.93389
H -37.22451 -19.05849 28.66477
H -34.76500 -18.73107 29.74700
H -35.35037 -20.93682 27.95504
H -34.40073 -20.80203 29.35932
C -27.63483 -20.88649 23.97195
C -27.56980 -20.74950 22.40547
C -26.83755 -19.47645 21.99279
O -25.59994 -19.98632 21.56041
C -25.48381 -21.30933 21.72494
O -24.46994 -21.96308 21.44532
O -26.69473 -21.78761 22.05668
H -26.68986 -20.51986 24.37282
H -27.76912 -21.93972 24.21849
H -28.51693 -20.38759 24.37334
H -28.54661 -20.90043 21.94594
H -26.64864 -18.91150 22.90562
H -27.35714 -18.90729 21.22195
C -30.88090 -18.44136 28.31935
C -31.16980 -17.00634 27.74062
C -32.43015 -16.43773 28.44945
O -32.10867 -15.06246 28.53850
C -30.78379 -14.85805 28.41159
O -30.23287 -13.78207 28.56058
O -30.17716 -15.99104 28.10348
H -30.28920 -19.05190 27.63728
H -31.75401 -19.05628 28.53765
H -30.39327 -18.22423 29.26971
H -31.29052 -17.04219 26.65792
H -32.64498 -16.75429 29.47010
H -33.34175 -16.68358 27.90480
C -31.22232 -12.81406 22.57193
C -31.93264 -13.88507 23.44451
C -33.43953 -13.83428 23.33714
O -33.79533 -15.11764 22.90221
C -32.61841 -15.86560 22.60304
O -32.49830 -16.94207 22.18868
O -31.62037 -15.09890 22.82848
H -30.16801 -12.98906 22.35765
H -31.34087 -11.82854 23.02226
H -31.62790 -12.64085 21.57513
H -31.69884 -13.93656 24.50790
H -33.70646 -13.08982 22.58706
H -33.91931 -13.57300 24.28035
C -30.83737 -18.11093 25.45330
S -30.15597 -18.16535 23.75179
O -29.19550 -19.37509 23.68472
C -31.70502 -18.78805 22.89617
H -31.27688 -19.09040 25.64189
H -31.67549 -17.41753 25.52292
H -30.04391 -17.87119 26.16114
H -32.51634 -18.10994 23.16080
H -31.83090 -19.74861 23.39575
H -31.65272 -18.93656 21.81761
C -29.97559 -13.94197 26.06760
S -30.10013 -15.74330 25.63922
O -31.49768 -15.88169 24.99088
C -28.95494 -15.61581 24.21528
H -28.95804 -13.77956 26.42301
H -30.77046 -13.72371 26.78079
H -30.24105 -13.31286 25.21798
H -29.15256 -16.46614 23.56260
H -27.89174 -15.59893 24.45487
H -29.17585 -14.75959 23.57795
C -31.97258 -21.28489 21.60123
S -30.19275 -20.76762 21.41773
O -29.38303 -21.76989 20.58754
C -30.49161 -19.43545 20.18624
H -32.55185 -20.36866 21.71556
H -32.04285 -21.88719 22.50699
H -32.18530 -21.83764 20.68617
H -31.27377 -18.71571 20.42770
H -30.88442 -19.81086 19.24132
H -29.57413 -19.02088 19.76856
C -32.62704 -16.93947 17.55036
S -31.43560 -17.10528 18.88324
O -30.54605 -18.28383 18.56903
C -32.59112 -17.61779 20.22401
H -32.08990 -16.72135 16.62732
H -33.28066 -16.08109 17.70552
H -33.25400 -17.82543 17.44985
H -32.89463 -18.65104 20.05557
H -33.44442 -16.94226 20.28446
H -32.06387 -17.72768 21.17165
C -30.34868 -20.67847 26.31517
S -29.22635 -22.14002 26.54177
O -27.82025 -21.62197 26.39993
C -29.44068 -22.37797 28.41297
H -30.19191 -20.57585 25.24140
H -30.00631 -19.71254 26.68647
H -31.37772 -20.88017 26.61261
H -28.84230 -23.18536 28.83507
H -30.52040 -22.41288 28.55819
H -29.17040 -21.43460 28.88741
C -33.48381 -22.71373 23.54591
S -33.23662 -20.97006 24.10308
O -33.20314 -20.16765 22.83504
C -34.83687 -20.76103 24.98916
H -32.59166 -23.06164 23.02520
H -34.40286 -22.84536 22.97485
H -33.60515 -23.28989 24.46320
H -34.93615 -19.72520 25.31367
H -34.90693 -21.34656 25.90587
H -35.62938 -20.85394 24.24662
C -27.98838 -19.47266 26.44856
S -27.47659 -17.70181 26.10526
O -26.24336 -17.44920 26.92226
C -26.97127 -17.78626 24.35496
H -27.10946 -20.08535 26.24806
H -28.75431 -19.80410 25.74742
H -28.34936 -19.65327 27.46107
H -27.70499 -18.23901 23.68804
H -26.11619 -18.46221 24.35956
H -26.72738 -16.80496 23.94790

Values from the calculation:
highest occupied orbital energy	-7.72	eV
net charge	0
frontier orbital gap	6.807	eV
LUMO level	-0.9	eV
ΔE to the lowest compared entry with this formula, charge and spin	993.9	kcal per mole

These are the Löwdin partial charges, in e, on atoms 1 to 6:
1 C 0.02
2 C -0.30
3 C -0.06
4 O 0.08
5 C -0.54
6 O 0.19